Molecular formula: C30H37N8PbSSi
Method: DFT, wB97M-V/def2-TZVPD

M: 777.04 g/mol
Highest occupied orbital energy: -15.68 eV
Strongest force on any atom: 0.7 eV/A
Electronic energy: -67569.5646 eV
Orbital gap: 0.253 hartree

```
! wB97M-V def2-TZVPD RIJCOSX def2/J DEFGRID3
* xyz 3 1
Pb 0.36426 -0.15064 0.27720
C 2.40573 1.78324 2.02234
C 1.15121 2.68526 2.09140
C 0.02625 2.10990 2.91949
C -0.35521 2.69047 4.12170
C -1.41613 2.14906 4.83281
C -2.07635 1.04380 4.31406
C -1.63872 0.52150 3.11221
N -0.61297 1.03889 2.42698
N 2.58550 1.13872 0.69772
C 2.92808 2.12475 -0.34340
C 2.41489 1.78450 -1.72661
C 3.03749 2.32333 -2.84876
C 2.52355 2.05496 -4.10548
C 1.39133 1.25278 -4.21018
C 0.83216 0.75702 -3.05051
N 1.32730 1.01834 -1.83343
C 3.64121 0.11577 0.75950
C 3.25490 -1.10184 1.56683
C 4.20761 -1.80833 2.28369
C 3.82913 -2.94749 2.98043
C 2.49934 -3.34495 2.94397
C 1.60514 -2.59114 2.21010
N 1.97481 -1.49807 1.52898
H 2.31838 0.98657 2.76238
H 3.29850 2.36882 2.26541
H 0.76949 2.85074 1.07928
H 1.42235 3.65722 2.49826
H 0.17428 3.55535 4.49866
H -1.72238 2.58445 5.77458
H -2.90827 0.59394 4.83776
H -2.12838 -0.34004 2.66765
H 4.01245 2.26780 -0.39441
H 2.50933 3.09475 -0.07037
H 3.91326 2.94908 -2.73293
H 2.99297 2.46586 -4.98922
H 0.96235 1.01487 -5.17379
H -0.05214 0.12552 -3.07735
H 4.56675 0.53920 1.16512
H 3.85045 -0.19996 -0.26836
H 5.23403 -1.46601 2.29800
H 4.55866 -3.51076 3.54660
H 2.15879 -4.22135 3.47672
H 0.55707 -2.86189 2.14956
C 2.35635 -4.24524 -3.91358
C 1.07644 -4.05999 -3.19630
N -0.03514 -4.65165 -3.45802
N -0.93084 -4.16539 -2.56042
C -0.41472 -3.25326 -1.73597
S -1.22406 -2.42318 -0.50896
N 0.88555 -3.17744 -2.13039
N 1.82264 -2.38194 -1.49060
H 2.19026 -4.93636 -4.73573
H 3.12118 -4.66553 -3.25859
H 2.72300 -3.30008 -4.31821
H -1.87484 -4.51746 -2.55772
H 2.37489 -2.95280 -0.85655
H 2.43236 -1.96006 -2.18217
C -3.41911 2.44747 -2.78038
Si -3.69792 2.23512 -0.96224
C -3.21908 3.61671 0.17816
C -4.39042 0.70454 -0.25814
C -4.97383 0.73661 1.02292
C -5.66314 -0.36142 1.49782
C -5.77655 -1.50584 0.71392
C -5.16177 -1.56762 -0.53278
C -4.47842 -0.47247 -1.02198
H -3.94978 3.32906 -3.15179
H -3.77685 1.58846 -3.34856
H -2.36079 2.60283 -3.00650
H -3.91200 4.45809 0.07587
H -2.22818 3.99888 -0.07947
H -3.21606 3.31456 1.22552
H -4.91451 1.62943 1.63485
H -6.13640 -0.32557 2.46995
H -6.35233 -2.34899 1.07190
H -5.24675 -2.46548 -1.12951
H -4.01765 -0.52797 -2.00097
*
```

Löwdin atomic charge list, values in e, 5 entries: 1.28 -0.15 -0.11 -0.30 0.01



Molecular formula: C24H34Cl5MnN4O2PS4Se
Method: DFT, wB97M-V/def2-TZVPD

M: 880.97 g/mol
Highest occupied orbital energy (alpha / beta): -12.28 / -12.65 eV
Strongest force on any atom: 0.7 eV/A
Electronic energy: -247394.4671 eV
Orbital gap (alpha / beta): 0.283 / 0.296 hartree

```
! wB97M-V def2-TZVPD RIJCOSX def2/J DEFGRID3
* xyz 2 6
Mn -0.13546 -0.44769 -0.56538
C -2.34579 -3.18776 0.68110
C -2.04267 -3.55489 -0.76710
S -1.78135 -2.18260 -1.93030
C -3.48301 -1.84031 -2.49538
C -4.46543 -1.28775 -1.46929
S -3.75962 0.23766 -0.79170
C -4.90456 0.72449 0.54140
C -4.24367 1.81045 1.40882
S -2.42856 1.70036 1.62784
C -2.30131 0.37423 2.85045
C -2.63341 -1.01093 2.32376
S -1.29205 -1.88172 1.42766
H -2.21825 -4.07589 1.29924
H -3.37201 -2.84363 0.79132
H -2.86056 -4.15970 -1.15986
H -1.13226 -4.14465 -0.83279
H -3.86591 -2.77172 -2.91051
H -3.32971 -1.13331 -3.31209
H -4.64654 -1.99188 -0.65708
H -5.41662 -1.07636 -1.95904
H -5.16450 -0.15729 1.12582
H -5.81806 1.11640 0.09631
H -4.68125 1.82292 2.40575
H -4.38698 2.79295 0.96034
H -2.98599 0.62839 3.66001
H -1.28145 0.44114 3.22417
H -3.46941 -0.96753 1.63335
H -2.89803 -1.65390 3.16376
Cl 2.46879 2.00073 -2.40392
C 2.53169 0.26237 -2.53950
C 1.77274 -0.52163 -1.67749
C 2.00242 -1.88463 -1.83909
Cl 1.17904 -2.91442 -0.69357
C 2.82198 -2.46655 -2.79505
Cl 2.97506 -4.17133 -2.91772
C 3.51356 -1.62443 -3.66174
Cl 4.51883 -2.28485 -4.88085
C 3.39272 -0.24359 -3.51171
Cl 4.30154 0.80140 -4.53005
C 4.43496 0.57149 1.01453
N 3.80712 -0.00462 2.18721
C 2.49769 0.00039 2.46563
Se 1.16328 0.89513 1.53191
N 2.31523 -0.61392 3.64669
C 3.53899 -1.01089 4.17000
C 3.89582 -1.62693 5.36010
C 5.24517 -1.84397 5.56701
C 6.20241 -1.47300 4.61652
C 5.84695 -0.85829 3.43066
C 4.49395 -0.62382 3.23001
H 3.67050 0.78884 0.27304
H 5.14993 -0.13643 0.59938
H 4.95600 1.49177 1.27974
H 1.41550 -0.73943 4.07572
H 3.15636 -1.91135 6.09628
H 5.57114 -2.30956 6.48660
H 7.24597 -1.67134 4.81718
H 6.59104 -0.57030 2.70084
N 0.04735 3.31451 -0.17275
C -0.34611 3.89549 -1.48388
P -0.80396 2.49731 -2.64440
O -0.01406 2.52752 -3.91285
O -0.83223 1.26232 -1.78937
C -2.48404 3.00204 -3.33813
N -2.25407 3.06455 -4.81526
H 0.29021 4.01000 0.53103
H 0.86379 2.69075 -0.32257
H -0.70573 2.71819 0.18839
H 0.49073 4.43398 -1.92570
H -1.17166 4.58668 -1.32543
H -2.80230 3.96963 -2.95674
H -3.22784 2.25645 -3.07688
H -2.77370 2.36563 -5.33799
H -1.17517 2.84066 -4.86374
H -2.43315 3.97796 -5.22262
*
```

natural (NBO) atomic charge list, values in e, 5 entries: 1.07 -0.52 -0.54 0.23 -0.52



Molecular formula: C46H124N4O14
Method: DFT, wB97M-V/def2-TZVPD

M: 957.51 g/mol
Highest occupied orbital energy: -9.27 eV
Strongest force on any atom: 3.3 eV/A
Electronic energy: -84333.0720 eV
Orbital gap: 0.345 hartree

```
! wB97M-V def2-TZVPD RIJCOSX def2/J DEFGRID3
* xyz 0 1
C -0.49992 0.34535 -5.64387
C -0.17554 1.81986 -5.23935
C -1.23158 2.79412 -5.70924
O 0.01359 1.89719 -3.84040
H -1.47044 -0.03328 -5.32322
H 0.24519 -0.38210 -5.32178
H -0.52550 0.31306 -6.73309
H 0.80029 2.07711 -5.65129
H -1.13980 3.80286 -5.30660
H -2.19295 2.35813 -5.43763
H -1.21113 2.88963 -6.79486
H 0.63368 1.18888 -3.65228
C 2.55729 -3.30622 -4.28834
C 2.73244 -3.04063 -2.79044
C 3.67594 -1.87825 -2.48540
O 1.44543 -2.76141 -2.18416
H 3.53984 -3.49163 -4.72231
H 2.10788 -2.44964 -4.79074
H 1.87908 -4.13027 -4.50985
H 3.26677 -3.90198 -2.38959
H 4.72147 -2.10366 -2.69550
H 3.53649 -1.52222 -1.46466
H 3.48974 -1.06131 -3.18257
H 1.01258 -3.61822 -2.17313
C 4.89039 3.60327 -4.76305
C 4.65396 2.94574 -3.44210
C 3.69442 1.78003 -3.44658
O 5.88160 2.41474 -2.94517
H 5.16399 2.82051 -5.47053
H 5.58334 4.43447 -4.63253
H 3.97418 4.05086 -5.14817
H 4.35199 3.72743 -2.74505
H 3.59415 1.49553 -2.39915
H 3.98499 0.94775 -4.08766
H 2.69327 2.03066 -3.79727
H 6.21524 1.99152 -3.73964
C 0.70337 3.63667 3.18450
C 1.06743 5.02362 2.52298
C -0.24573 5.64085 1.98121
O 1.63448 5.90366 3.51176
H -0.07787 3.75987 3.93456
H 1.50747 3.26991 3.82247
H 0.50964 2.83903 2.46732
H 1.84466 4.74432 1.81164
H 0.03666 6.41639 1.26924
H -0.84241 6.15794 2.73267
H -0.92430 5.00708 1.41027
H 1.10258 5.89211 4.31086
C -2.79892 -2.89717 -2.92779
C -2.46759 -2.88719 -4.43203
C -1.05614 -3.31820 -4.82499
O -3.27761 -3.92896 -4.99277
H -3.61005 -2.20181 -2.71184
H -1.94486 -2.47458 -2.39855
H -2.87009 -3.92473 -2.57120
H -2.72594 -1.89573 -4.80401
H -0.36409 -2.57664 -4.42591
H -0.91652 -3.19850 -5.89936
H -0.86035 -4.34654 -4.52121
H -3.03780 -4.74412 -4.54599
C -3.60161 -2.49586 0.56419
C -4.85837 -2.91848 1.32827
C -5.02957 -1.93664 2.45350
O -5.92168 -2.83451 0.40200
H -3.39073 -3.28002 -0.16294
H -2.70290 -2.63985 1.16393
H -3.72596 -1.55784 0.02312
H -4.66642 -3.95283 1.61352
H -4.13507 -1.94472 3.07633
H -5.94582 -2.23154 2.96499
H -5.26621 -0.92725 2.11701
H -5.95840 -1.94184 0.05072
C 1.27836 4.06448 -1.51846
C 0.68865 5.14327 -2.42141
C 1.64521 5.41285 -3.52215
O -0.50933 4.62964 -2.98040
H 1.91895 4.50078 -0.75204
H 1.76473 3.23991 -2.03964
H 0.50630 3.65396 -0.86770
H 0.47614 6.03829 -1.83671
H 1.89507 4.48335 -4.03373
H 2.59138 5.86887 -3.23077
H 1.24057 6.07580 -4.28690
H -0.32629 3.72142 -3.23188
C 4.60985 2.68712 0.75325
C 5.10046 1.27018 1.03199
C 5.64479 0.48375 -0.21491
O 6.22701 1.37438 1.92694
H 5.31190 3.10503 0.03173
H 4.51411 3.33870 1.62180
H 3.62007 2.61121 0.30305
H 4.29609 0.70327 1.50071
H 4.85990 -0.04607 -0.75466
H 6.28268 -0.28174 0.22694
H 6.15163 1.16317 -0.90019
H 7.02049 1.56158 1.42005
C -3.89885 3.83709 -2.70774
C -4.24803 2.34747 -2.71871
C -3.12778 1.32672 -2.40131
O -5.33460 2.23345 -1.75785
H -4.76239 4.47438 -2.51730
H -3.35122 4.04459 -3.62705
H -3.23440 3.97430 -1.85464
H -4.62541 2.21094 -3.73215
H -2.28497 1.37182 -3.09105
H -3.56185 0.32769 -2.44160
H -2.65510 1.51470 -1.43728
H -5.97833 2.91386 -1.96825
C -0.63404 -0.69110 -0.38894
C 0.42174 0.24477 -0.87234
C 1.57585 0.47972 0.06478
O 0.93624 -0.19780 -2.02744
H -1.01635 -0.54458 0.62124
H -0.21892 -1.69667 -0.32112
H -1.52427 -0.81394 -1.00578
H -0.16742 1.15082 -1.01399
H 1.91221 -0.53757 0.26495
H 1.32305 0.84202 1.06125
H 2.39494 1.05536 -0.36630
H 1.10345 -1.14109 -1.96549
C -3.47642 1.21238 1.41781
C -3.89810 2.64373 1.82710
C -3.17570 3.09974 3.09319
O -3.66023 2.35635 4.28589
C -2.98882 2.76629 5.51839
N -3.66730 3.53207 0.71810
H -3.56239 0.62507 2.33202
H -2.43916 1.18948 1.08364
H -4.13755 0.74865 0.68572
H -4.94977 2.64882 2.11358
H -3.34510 4.15395 3.31237
H -2.12046 2.92854 2.88045
H -3.05846 3.80988 5.82525
H -1.96261 2.42061 5.64284
H -3.50961 2.34471 6.37812
H -4.17352 4.39118 0.87862
H -4.15762 3.08403 -0.04279
C 0.78714 1.31802 7.16791
C 1.62012 0.32487 6.28243
C 1.02441 0.27015 4.81667
O -0.38505 -0.14072 5.00953
C -1.05839 -0.23116 3.73024
N 3.02519 0.81213 6.24332
H 1.29300 1.35228 8.13281
H -0.20827 0.89845 7.31362
H 0.78568 2.34970 6.81614
H 1.50587 -0.66230 6.73025
H 1.52755 -0.46366 4.18700
H 1.14914 1.26140 4.38081
H -0.74293 -1.11426 3.17460
H -0.90451 0.71441 3.21034
H -2.11492 -0.44162 3.89629
H 2.96760 1.46618 5.47586
H 3.59325 0.08046 5.84075
C -0.50296 -3.19940 6.03959
C 0.23611 -4.37627 5.36960
C 0.36638 -4.20970 3.87979
O 1.19462 -3.16871 3.46488
C 1.13027 -3.10484 2.04733
N 1.63024 -4.48747 5.89266
H 0.09251 -2.29817 5.89364
H -0.62625 -3.33354 7.11426
H -1.49780 -2.96992 5.65784
H -0.27069 -5.30035 5.64769
H -0.66549 -4.14998 3.53369
H 0.79940 -5.16216 3.57416
H 1.55414 -3.97493 1.54596
H 1.70654 -2.22361 1.76543
H 0.13889 -2.70102 1.84190
H 2.01710 -5.20170 5.29240
H 2.07401 -3.65908 5.52262
C 1.12027 -6.49670 -0.52252
C -0.26745 -6.01568 -1.04874
C -0.91539 -4.90096 -0.20032
O -1.01863 -5.17918 1.20299
C -1.86688 -6.30473 1.60315
N 0.07298 -5.45705 -2.32486
H 1.12525 -6.72829 0.54258
H 1.93127 -5.76868 -0.54170
H 1.50709 -7.36327 -1.05873
H -0.80633 -6.94428 -1.23693
H -1.91945 -4.68815 -0.56729
H -0.39308 -3.96654 -0.40561
H -1.26908 -7.21510 1.64751
H -2.77638 -6.39833 1.00973
H -2.27996 -6.02464 2.57217
H -0.76174 -5.43366 -2.89301
H 0.63069 -6.15713 -2.79279
*
```

Löwdin atomic charge list, values in e, 5 entries: -0.03 -0.46 -0.04 -0.08 0.06